A 6-piece molecular cluster, C51H64F9NO14S3 overall, computed with ωB97M-V with the def2-TZVPD basis set.

Last column: Löwdin charge in e.
Positions of all 142 atoms, in Å:
C -6.947 1.281 -1.785  0.091
C -6.072 1.976 -1.093  -0.118
C -5.182 2.924 -0.113  -0.199
C -3.773 2.136 0.181  -0.189
C -3.154 1.802 -1.305  -0.193
C -1.527 1.778 -1.297  -0.109
C -0.669 0.448 -1.255  -0.395
S -1.717 -1.113 -1.158  0.752
C 0.930 0.418 -1.288  -0.167
S 1.924 -1.146 -1.227  0.812
O 2.656 -1.222 -2.578  -0.342
O 1.145 -2.427 -1.130  -0.347
C 3.280 -1.019 0.059  -0.275
F 2.869 0.067 0.950  0.021
F 4.547 -0.562 -0.494  0.035
C 3.468 -2.298 1.017  -0.174
F 2.215 -2.792 1.577  0.060
F 4.175 -1.801 2.194  0.062
C 4.197 -3.572 0.379  -0.152
F 4.188 -4.603 1.412  0.062
F 3.499 -4.172 -0.736  0.087
C 5.728 -3.404 -0.068  -0.252
F 5.915 -3.239 -1.497  0.074
F 6.480 -2.404 0.604  0.100
F 6.387 -4.666 0.237  0.064
C 1.656 1.850 -1.350  -0.101
C 0.760 3.178 -1.344  -0.300
C -0.813 3.183 -1.328  -0.130
C -1.688 4.523 -1.319  -0.089
C -2.180 4.827 -2.961  -0.152
C -1.023 4.370 -4.118  0.004
O -1.378 5.894 -3.696  -0.238
S 1.560 4.882 -1.352  0.896
C 3.221 4.512 -2.069  -0.396
C 3.995 5.728 -2.741  -0.069
C 5.426 5.499 -3.352  -0.051
C 6.020 4.035 -3.237  -0.012
C 5.221 2.818 -2.579  -0.045
C 6.003 1.410 -2.546  -0.183
O 7.043 1.363 -3.572  -0.165
C 6.423 0.607 -4.663  -0.190
C 6.657 -0.970 -4.586  0.000
C 6.093 -1.933 -5.688  -0.062
C 5.260 -1.277 -6.866  -0.079
C 5.008 0.284 -6.919  -0.062
C 5.582 1.275 -5.812  0.014
C 3.756 3.049 -1.972  -0.126
N 3.128 1.864 -1.362  0.028
H -7.852 0.990 -2.454  0.023
H -4.929 3.941 -0.625  0.102
H -5.760 3.166 0.864  0.114
H -3.054 2.879 0.713  0.108
H -3.929 1.171 0.787  0.120
H -3.549 2.667 -1.981  0.096
H -3.623 0.843 -1.723  0.086
H -1.382 -1.775 -2.352  -0.075
H -2.701 4.438 -0.784  0.082
H -1.138 5.468 -0.975  0.100
H -3.349 4.657 -3.241  0.159
H -1.287 4.617 -5.225  0.114
H 0.072 4.602 -3.857  0.087
H 3.489 6.753 -2.776  0.092
H 5.967 6.384 -3.847  0.095
H 7.091 3.897 -3.665  0.103
H 6.561 1.369 -1.524  0.150
H 5.319 0.495 -2.680  0.110
H 7.265 -1.409 -3.712  0.100
H 6.281 -3.070 -5.626  0.091
H 4.868 -2.005 -7.677  0.085
H 4.419 0.741 -7.791  0.081
H 5.392 2.420 -5.854  0.103
H 3.393 1.075 -2.003  0.096
O 2.887 -0.407 8.440  0.097
C 3.011 -1.341 7.679  -0.524
O 2.562 -1.248 6.411  0.000
C 2.826 -2.215 5.383  -0.232
C 1.817 -3.344 5.429  -0.063
C 3.579 -2.649 8.153  0.004
H 3.859 -2.570 5.432  0.116
H 2.728 -1.686 4.431  0.110
H 1.871 -3.894 6.371  0.067
H 1.988 -4.047 4.609  0.078
H 0.800 -2.951 5.350  0.086
H 2.788 -3.234 8.626  0.096
H 4.361 -2.439 8.888  0.094
H 4.051 -3.237 7.368  0.068
O 4.905 7.911 -0.844  0.087
C 5.957 8.364 -0.450  -0.511
O 7.011 8.455 -1.285  -0.008
C 8.233 9.143 -0.980  -0.232
C 9.188 8.244 -0.221  -0.067
C 6.140 8.744 0.992  0.009
H 8.036 10.083 -0.458  0.114
H 8.682 9.414 -1.939  0.123
H 8.773 7.938 0.742  0.068
H 10.138 8.753 -0.041  0.082
H 9.381 7.328 -0.787  0.085
H 6.391 7.852 1.570  0.100
H 5.198 9.159 1.361  0.095
H 6.893 9.512 1.155  0.069
O -5.968 -4.207 1.409  0.102
C -4.809 -4.552 1.474  -0.514
O -3.845 -3.806 0.897  -0.010
C -2.437 -4.019 1.075  -0.247
C -1.918 -5.055 0.099  -0.061
C -4.430 -5.859 2.113  0.010
H -2.204 -4.266 2.115  0.112
H -1.951 -3.061 0.871  0.069
H -2.387 -6.029 0.259  0.067
H -0.836 -5.172 0.200  0.081
H -2.146 -4.760 -0.929  0.083
H -4.552 -6.664 1.386  0.108
H -5.096 -6.035 2.960  0.065
H -3.418 -5.876 2.515  0.069
O -9.316 0.383 -3.461  0.060
C -10.417 0.757 -3.110  -0.502
O -10.629 2.052 -2.812  0.004
C -11.921 2.630 -2.573  -0.228
C -12.335 2.454 -1.126  -0.066
C -11.534 -0.226 -2.909  0.015
H -12.663 2.239 -3.273  0.115
H -11.826 3.697 -2.791  0.124
H -12.430 1.399 -0.860  0.069
H -13.292 2.946 -0.936  0.083
H -11.581 2.881 -0.459  0.087
H -11.448 -0.671 -1.916  0.103
H -11.442 -1.012 -3.664  0.097
H -12.527 0.201 -3.036  0.071
O -6.402 -7.615 3.853  0.090
C -5.535 -7.988 4.613  -0.531
O -4.584 -8.845 4.190  -0.005
C -3.414 -9.198 4.944  -0.233
C -3.707 -10.336 5.900  -0.067
C -5.553 -7.582 6.060  0.012
H -2.991 -8.324 5.446  0.113
H -2.666 -9.526 4.216  0.123
H -4.461 -10.055 6.639  0.068
H -2.800 -10.638 6.429  0.082
H -4.103 -11.198 5.357  0.086
H -6.220 -8.246 6.611  0.099
H -5.930 -6.558 6.125  0.097
H -4.571 -7.574 6.529  0.069

Forces on the atoms, in the same order (eV/Å):
3.9 4.5 3.3
-4.4 -2.1 -2.3
0.0 -1.5 -0.5
-0.1 0.7 -1.0
0.3 0.4 0.4
2.6 0.2 -0.1
0.6 2.2 -0.4
1.2 1.0 -0.9
-2.3 4.4 0.7
-1.1 -3.0 -7.1
-1.0 1.5 4.3
1.5 3.6 1.7
1.2 3.4 2.5
0.9 -2.9 -2.1
-3.5 -1.9 1.4
-1.0 -0.1 2.7
3.2 1.6 -2.0
-1.3 -1.6 -3.3
-0.6 -3.1 0.2
0.0 3.0 -2.4
1.7 2.2 3.0
3.9 -1.4 -1.2
-1.0 -0.1 4.3
-2.5 -2.5 -1.8
-1.8 3.5 -0.9
-3.1 -0.5 0.4
-1.3 -2.1 -0.2
2.1 -3.3 0.6
-0.5 0.0 -2.5
3.4 0.0 -2.0
-1.2 5.7 0.5
-2.9 -3.0 2.3
0.7 -2.2 -0.5
2.4 -0.9 -1.1
1.8 -3.8 -0.1
-2.9 -3.3 2.3
-2.9 1.1 1.0
-0.8 3.4 -0.7
-0.1 1.0 1.3
-2.8 -1.5 -1.5
-0.6 -2.1 -2.4
-1.8 1.1 -3.0
-0.7 4.6 0.1
1.4 1.8 2.6
2.0 -1.5 2.6
0.9 -4.3 0.3
3.7 3.2 -2.2
-2.0 1.2 -2.2
2.1 0.3 1.3
-0.6 -1.9 0.7
0.9 -0.6 -1.8
-1.2 -1.5 -0.7
0.2 1.6 -0.9
1.1 -1.6 1.0
1.0 1.4 0.7
0.0 0.9 1.2
1.9 -0.2 -0.5
-0.7 -1.6 -0.5
3.1 0.7 0.6
0.3 -1.9 1.9
-1.5 -2.0 -0.2
0.9 -1.8 0.2
-0.8 -1.7 1.0
-2.2 -0.1 0.9
-1.0 -0.1 -1.7
0.9 1.5 0.4
-1.1 1.0 -1.5
-0.4 2.2 -0.2
0.6 1.7 1.5
1.0 -0.9 1.5
0.4 -2.3 0.1
-0.1 0.6 0.9
0.0 -0.6 -0.9
-0.2 0.4 0.7
0.1 0.5 -0.1
-0.1 -0.2 0.0
-0.1 -0.1 0.2
0.7 -0.2 0.0
-0.1 0.0 0.1
0.0 0.2 0.3
0.1 0.0 -0.1
0.0 0.1 0.0
0.1 0.0 -0.1
0.1 0.0 0.0
-0.3 0.0 0.0
-0.2 -0.1 0.0
1.0 0.5 0.0
-0.6 -0.5 0.1
-0.2 0.1 -0.5
0.2 -0.1 0.2
0.0 -0.2 0.2
-0.1 0.7 0.3
-0.1 -0.1 0.0
-0.3 -0.1 0.0
0.1 0.1 0.0
-0.1 0.0 0.0
0.0 0.2 0.0
0.0 0.1 0.0
0.1 -0.3 -0.1
0.1 -0.2 0.0
1.1 0.1 -0.1
-0.8 -0.2 -0.1
-0.1 0.6 0.0
0.1 -0.2 -0.1
0.0 -0.2 -0.1
0.2 0.1 0.7
-0.1 -0.1 -0.1
-0.3 -0.1 0.0
0.1 0.0 0.1
-0.1 0.1 0.0
0.1 0.1 0.1
0.0 0.0 0.1
-0.1 0.0 -0.5
0.1 -0.1 -0.3
-0.8 0.6 0.2
0.3 -0.3 0.1
0.4 0.1 -0.4
-0.2 0.0 0.3
0.0 -0.2 0.2
-0.4 -0.2 -0.6
0.1 -0.1 0.1
0.3 -0.2 -0.1
-0.1 0.1 -0.1
0.1 0.0 0.0
-0.1 0.0 -0.1
0.0 0.0 -0.1
0.2 0.0 0.3
0.0 0.1 0.2
0.9 -0.6 0.5
-0.9 0.1 -0.1
0.1 0.1 -0.6
0.0 -0.2 0.2
-0.2 -0.1 0.1
0.4 0.6 0.2
-0.1 0.0 0.0
-0.3 0.1 -0.1
0.1 0.0 0.0
-0.1 0.0 -0.1
0.1 0.1 0.0
0.1 0.0 0.0
-0.2 -0.3 -0.1
0.0 -0.2 0.1

## Properties
DFT total energy ... -141015.5591 eV
SMILES ... C#CCCCc1c(S)c(S(=O)(=O)C(F)(F)C(F)(F)C(F)(F)C(F)(F)F)c2c(c1C[C@@H]1CO1)Sc1cccc(COc3ccccc3)c1N2.CCOC(C)=O.CCOC(C)=O.CCOC(C)=O.CCOC(C)=O.CCOC(C)=O
LUMO ... -1.2 eV
E_HOMO ... -7.6 eV
HOMO-LUMO gap ... 0.234 Ha
Total charge ... 0